Below is a structure of composition C12H10B2F8MnN2O4 in a non-equilibrium geometry, with properties calculated with ωB97M-V/def2-TZVPD.

Properties
Net charge   0
E_HOMO (alpha / beta)   -9.473 / -9.473 eV
E_LUMO (alpha / beta)   -1.715 / -1.753 eV
ΔE to the lowest compared entry with this formula, charge and spin   127.0 kJ/mol
Multiplicity   6

Element x y z (Å)
Mn (9.276, 3.078, -8.499)
B (11.116, 4.402, -8.057)
F (12.291, 5.115, -7.865)
F (10.179, 4.495, -7.078)
F (10.485, 4.688, -9.235)
F (11.433, 3.062, -8.069)
B (8.744, 2.353, -10.704)
F (7.851, 2.381, -9.698)
F (9.072, 3.536, -11.221)
F (9.811, 1.738, -10.060)
F (8.321, 1.531, -11.634)
C (3.507, 7.452, -7.498)
C (4.240, 8.028, -8.480)
C (5.444, 7.426, -8.952)
C (5.936, 6.194, -8.261)
C (5.171, 5.785, -7.225)
C (3.887, 6.251, -6.945)
N (7.212, 5.581, -8.727)
O (7.798, 6.198, -9.586)
O (7.612, 4.648, -8.108)
H (2.529, 7.896, -7.393)
H (3.876, 9.010, -8.744)
H (5.998, 7.856, -9.774)
H (5.465, 4.804, -6.881)
H (3.164, 5.643, -6.421)
C (15.280, 3.970, -8.050)
C (16.543, 4.448, -7.715)
C (17.226, 5.075, -8.774)
C (16.852, 5.056, -10.125)
C (15.674, 4.456, -10.410)
C (14.844, 3.945, -9.396)
N (17.611, 5.824, -11.145)
O (17.763, 5.349, -12.340)
O (17.998, 6.912, -10.859)
H (14.579, 3.699, -7.274)
H (16.801, 4.600, -6.678)
H (18.078, 5.681, -8.502)
H (15.174, 4.434, -11.367)
H (13.917, 3.470, -9.681)